The following is a DFT calculation (the ωB97M-V functional and the def2-TZVPD basis) of a 10-piece molecular cluster, C33H65NO12 overall in a non-equilibrium geometry.

Its charge is 0. Its relative energy (zero: lowest compared OMol25 entry of this formula, charge and spin) is 252.22 kcal per mole. For the LUMO energy, the calculation gives -2.69 eV. The value obtained for the frontier orbital gap is 6.21 eV. For the total energy, the calculation gives -61317.76815 eV.

Geometry (Å):
C1 1.314 -0.092 -0.202
C2 -0.271 -0.074 -0.140
O1 -1.022 -0.974 0.061
N1 -0.848 1.328 -0.507
H1 -0.231 2.016 -0.308
H2 -0.861 1.348 -1.613
C3 -2.187 1.454 -0.034
H3 1.557 -1.124 -0.145
H4 1.551 0.257 0.764
H5 1.677 0.368 -1.125
H6 -2.687 2.443 -0.308
H7 -2.343 1.204 0.969
H8 -2.964 0.771 -0.549
O2 1.134 3.115 -0.015
H9 1.918 3.414 0.160
C4 5.704 -4.616 -1.285
C5 4.267 -4.523 -0.800
C6 4.150 -3.482 0.300
O3 3.346 -4.217 -1.791
H10 6.305 -4.643 -0.560
H11 6.009 -3.700 -1.882
H12 5.945 -5.336 -2.058
H13 3.990 -5.666 -0.537
H14 4.461 -2.425 -0.023
H15 4.631 -3.767 1.229
H16 3.225 -3.350 0.735
H17 2.459 -4.205 -1.356
C7 -1.928 3.449 2.972
C8 -0.446 3.421 3.274
C9 -0.091 2.866 4.727
O4 0.127 2.517 2.369
H18 -1.845 3.758 1.799
H19 -2.296 4.045 3.607
H20 -2.408 2.556 3.152
H21 -0.059 4.429 3.059
H22 -0.580 3.592 5.311
H23 1.004 2.810 4.666
H24 -0.602 1.866 4.748
H25 0.592 3.058 1.538
C10 -1.364 -5.702 -0.211
C11 0.167 -5.582 0.050
C12 0.952 -6.884 -0.145
O5 0.733 -4.459 -0.684
H26 -2.088 -6.132 0.592
H27 -1.591 -6.146 -1.186
H28 -1.760 -4.869 -0.413
H29 0.308 -5.064 1.172
H30 0.621 -7.178 -1.133
H31 0.639 -7.619 0.565
H32 2.186 -6.846 -0.269
H33 0.508 -3.764 -0.266
C13 -2.487 6.024 -1.372
C14 -1.114 5.452 -1.559
C15 -0.225 6.392 -2.353
O6 -0.585 5.196 -0.206
H34 -3.030 5.176 -0.780
H35 -3.050 6.202 -2.139
H36 -2.632 6.881 -0.878
H37 -1.226 4.624 -2.027
H38 -0.279 7.392 -1.770
H39 -0.661 6.483 -3.365
H40 0.786 6.156 -2.377
H41 0.124 4.569 -0.275
C16 -2.177 0.075 -4.664
C17 -1.529 1.452 -4.504
C18 -2.491 2.593 -4.246
O7 -0.627 1.389 -3.416
H42 -2.692 -0.383 -3.644
H43 -1.459 -0.846 -4.827
H44 -2.833 0.103 -5.558
H45 -1.040 1.640 -5.590
H46 -1.881 3.425 -4.182
H47 -2.930 2.549 -3.175
H48 -3.309 2.808 -4.875
H49 0.180 1.813 -3.770
C19 3.688 1.720 -3.751
C20 3.098 2.740 -2.829
C21 3.277 4.306 -3.206
O8 1.821 2.551 -2.540
H50 3.301 1.763 -4.873
H51 3.381 0.630 -3.364
H52 4.815 1.778 -3.762
H53 3.865 2.763 -2.079
H54 4.219 4.505 -3.378
H55 2.751 4.775 -2.453
H56 2.598 4.693 -3.958
H57 1.678 3.093 -1.690
C22 -5.650 -4.103 2.085
C23 -5.023 -3.150 1.160
C24 -4.807 -1.766 1.533
O9 -4.230 -0.814 0.879
C25 -5.127 -1.441 2.919
C26 -5.680 -2.326 3.897
C27 -5.952 -3.772 3.491
O10 -6.556 -4.586 4.269
H58 -5.404 -4.890 1.618
H59 -4.624 -3.396 0.041
H60 -4.761 -0.496 3.190
H61 -5.768 -2.089 5.026
C28 1.382 -0.699 4.941
C29 0.684 -1.080 3.651
C30 1.079 -2.441 2.894
O11 0.547 -2.742 1.899
C31 2.135 -3.131 3.589
C32 2.809 -2.748 4.801
C33 2.543 -1.523 5.525
O12 3.080 -1.083 6.543
H62 1.181 0.337 5.407
H63 -0.180 -0.547 3.231
H64 2.425 -4.236 3.193
H65 3.596 -3.460 5.420